The molecule C5H6FNO in a non-equilibrium geometry. Source: OMol25; level of theory: ωB97M-V/def2-TZVPD.

```
14
C5H6FNO (ωB97M-V/def2-TZVPD)
N 1.519 0.127 -1.593
C 1.422 -0.626 -0.303
C -0.067 -0.401 0.174
C -0.702 0.736 -0.267
C -1.747 0.805 0.660
F -2.712 1.680 0.693
C -1.584 -0.037 1.725
O -0.582 -0.917 1.246
H 2.222 -0.696 -2.001
H 0.605 -0.077 -2.127
H 1.888 0.098 0.471
H 1.900 -1.787 -0.388
H -0.234 1.656 -0.907
H -1.929 -0.563 2.619
```

Results
HOMO level, eV: -8.693
M, u: 115.107
Spin multiplicity: 1
Structure (SMILES): NCc1cc(F)co1
HOMO-LUMO gap, eV: 9.549
ΔE to the lowest compared entry with this formula, charge and spin, kcal per mole: 111.1
LUMO level, eV: 0.9